This record from the OMol25 dataset describes 3 unconnected molecules or ions with the total composition C38H57BF3N2O8 in a non-equilibrium geometry. The level of theory is ωB97M-V with the def2-TZVPD basis set.

XYZ file:
```
109
Properties=species:S:1:pos:R:3:forces:R:3:lowdin_charge:R:1
C 5.93615 1.23545 0.48423 0.0452 -1.0893 -0.5626 -0.134
C 4.92764 0.77954 -0.70296 -0.3113 0.5221 0.9919 -0.261
C 3.81650 1.92982 -0.96429 0.7875 -0.4317 -0.4984 -0.220
C 2.85710 1.56132 -2.23421 0.1589 0.2206 1.6684 -0.181
C 1.53948 0.86532 -1.60236 0.3177 -0.1590 -0.9444 -0.214
C 0.27882 0.81871 -2.60280 -0.1788 0.2668 0.2622 -0.142
C -0.59895 -0.54600 -2.46646 2.3316 0.6442 -1.3574 -0.154
O -1.97941 -0.30489 -2.07299 0.5201 -0.9335 2.4153 -0.058
C -2.26825 -0.93341 -0.81397 -1.3185 -2.6254 -1.1112 -0.332
O -2.86929 -2.02045 -0.81107 2.2138 4.3401 0.6743 0.159
C -1.73103 -0.18624 0.48647 1.9571 1.7015 3.1399 0.064
C -0.25205 -0.42305 0.88908 -1.9112 2.5325 2.1841 0.106
C 0.30711 0.32514 2.11776 -1.5809 -1.2690 -2.3330 -0.012
C 1.84526 0.01706 2.48378 -0.8994 -0.1919 0.7141 -0.066
C 2.04282 -1.49054 3.07068 1.8596 0.6419 -0.1591 -0.158
O 1.64516 -2.51672 2.14026 0.9395 0.4881 0.3194 -0.175
C 2.75936 -3.06246 1.41060 0.2506 -1.5585 -0.3482 -0.072
C 2.11804 -4.16020 0.39493 -1.8959 1.0223 -0.0605 -0.339
F 2.80955 -4.25872 -0.82914 -1.4827 -0.3453 3.1313 0.087
F 1.87642 -5.40596 1.02646 1.0779 3.0160 -1.9451 0.077
F 0.80679 -3.64120 0.07443 2.7186 -1.4196 0.1414 0.028
N -0.53370 1.24643 2.89489 -1.4077 -1.8783 -3.3228 -0.003
O 0.08473 1.86665 3.91289 0.5683 0.6802 0.6480 -0.109
C 0.88100 3.00899 3.50505 1.0130 2.4808 -0.0978 -0.125
C 0.15356 4.11351 2.61003 0.5241 0.4089 -0.2714 -0.184
N 0.51821 3.93847 1.17046 -0.6128 0.4093 0.7524 -0.078
C -0.01393 5.03085 0.30902 0.3958 0.2679 -1.0865 -0.165
C -1.02765 4.55514 -0.83733 -0.2997 1.4691 -1.4718 -0.363
C -0.24999 4.38279 -2.25705 -0.2417 1.2168 0.2505 -0.062
O -1.84890 3.41646 -0.48232 0.3952 0.4516 -0.4446 -0.094
C -1.92405 1.50576 2.64298 0.0586 -2.5045 -3.3404 0.026
C -2.93334 2.41833 3.43284 -0.1201 0.4953 -0.0456 -0.112
C -2.49716 3.15170 4.76367 -0.7050 -0.0480 1.3425 -0.152
C -2.67466 2.19761 6.07447 0.5761 1.7820 0.5407 -0.204
O -1.59049 1.25738 6.24494 0.0943 1.1213 0.5969 -0.228
C -0.50584 1.88834 6.99901 0.3816 0.2349 0.1713 -0.106
C -2.55373 0.77300 1.39031 2.9048 -0.9940 0.1178 0.110
B -4.12117 1.00048 0.92777 -1.2740 0.5853 -0.4297 -0.477
O -4.53861 2.33276 0.54734 0.5699 -2.5845 -0.4753 0.087
O -5.06164 -0.09528 0.85546 1.3689 2.4025 1.3092 0.106
H 5.44081 1.09068 1.51865 0.7797 0.5302 -1.6495 0.069
H 6.83869 0.52065 0.44002 -1.2790 1.1789 0.2490 0.077
H 6.31990 2.29787 0.32187 -0.6516 -1.4248 0.3657 0.076
H 4.38224 -0.17279 -0.32833 0.8756 1.3191 -0.8113 0.086
H 5.52814 0.51778 -1.64815 -1.0371 0.5031 1.3742 0.114
H 3.20340 2.04991 -0.00263 0.7532 -0.0725 -1.3479 0.086
H 4.37693 2.91984 -1.12636 -0.8535 -1.4233 0.1319 0.112
H 2.61317 2.52745 -2.81967 0.2981 -1.7359 0.8059 0.108
H 3.44924 0.80447 -2.86172 -1.1246 1.2621 0.5712 0.116
H 1.86046 -0.21917 -1.34875 -0.5575 1.6635 -0.1530 0.109
H 1.24966 1.42672 -0.64480 0.4176 -0.9023 -1.3139 0.083
H 0.64768 0.96356 -3.68805 -0.6169 -0.4115 1.6992 0.124
H -0.39133 1.71843 -2.35966 0.8812 -1.4349 -0.4003 0.083
H -0.56166 -1.03687 -3.51332 -0.5637 0.5581 1.8488 0.145
H -0.00917 -1.21602 -1.74943 -1.2837 0.6429 -0.9182 0.107
H 0.44565 -1.11550 0.29436 -1.2926 1.2212 1.3004 0.108
H 2.26116 0.69883 3.30506 -0.7783 -0.8691 -1.3293 0.118
H 2.45883 0.15797 1.53111 -0.8769 -0.2116 1.2197 0.113
H 1.60287 -1.61594 4.11956 0.1090 0.0480 -1.7806 0.149
H 3.19085 -1.59402 3.20452 -1.7430 0.3603 0.0314 0.138
H 3.36891 -2.29040 0.82707 -0.9926 -0.9652 0.6113 0.138
H 3.46260 -3.65748 2.09743 -0.9300 0.9511 -0.8769 0.156
H 1.20812 3.53767 4.48117 -0.7992 -1.2944 -1.3381 0.146
H 1.86528 2.74852 2.96783 -1.6394 -0.0344 0.6435 0.129
H 0.60099 5.13570 2.92184 -0.7054 -1.6782 -0.3733 0.144
H -0.97485 4.20966 2.75316 1.3469 -0.3823 0.0862 0.112
H 0.29148 2.99935 0.81698 -0.2702 0.7405 0.1725 0.082
H 0.89979 5.48702 -0.23948 -1.5647 -0.5582 0.7314 0.127
H -0.47593 5.90774 0.89277 0.5854 -1.6294 -0.5039 0.131
H -1.75821 5.43884 -1.01249 1.2011 -1.2743 0.3341 0.145
H 0.83621 4.05221 -2.13737 -1.5761 0.0710 -0.1558 0.070
H -0.20666 5.45150 -2.70155 0.0518 -1.7110 0.6485 0.096
H -0.83338 3.75745 -3.01403 0.8620 0.6894 1.1738 0.077
H -2.58034 3.36377 -1.14437 0.9449 0.1137 0.8552 0.106
H -3.85869 1.76999 3.69278 1.6011 0.8144 -0.4883 0.149
H -3.33718 3.21505 2.69480 0.8817 -1.4123 0.8647 0.142
H -3.23785 4.02394 4.94644 1.0813 -1.4237 -0.4861 0.136
H -1.45901 3.64015 4.76542 -1.6082 -0.9865 -0.1318 0.096
H -2.63132 2.91343 6.98600 -0.3177 -1.0244 -1.3925 0.127
H -3.70152 1.70102 6.11715 1.5508 0.3092 -0.3639 0.135
H 0.36952 1.16766 7.13063 -1.4168 0.7658 -0.4317 0.104
H -0.84524 2.19988 8.05146 0.2895 -0.4395 -1.5330 0.106
H -0.11440 2.82240 6.45287 -0.5853 -1.2788 0.7603 0.082
H -5.12029 2.26573 -0.25369 0.2719 0.1023 1.2855 0.132
H -5.80482 0.18129 1.45259 0.4747 -0.5067 -1.0899 0.130
C -2.86933 -0.90174 -8.39411 0.0341 0.0669 0.0736 -0.090
C -3.39880 -1.21035 -7.14491 0.0541 0.0410 -0.0087 -0.092
C -3.06784 -0.43584 -6.03743 0.0546 0.0588 -0.0421 -0.100
C -2.21371 0.65487 -6.18163 -0.0373 -0.1256 -0.0876 -0.108
C -1.68740 0.96528 -7.43190 -0.0115 -0.0420 0.0234 -0.099
C -2.01145 0.18488 -8.53727 -0.0498 -0.0297 0.0824 -0.093
H -3.12503 -1.50796 -9.25664 0.0216 0.0545 0.0776 0.103
H -4.06956 -2.05602 -7.03421 0.0681 0.0744 -0.0069 0.103
H -3.47560 -0.68078 -5.06210 0.0239 0.0180 -0.0633 0.097
H -1.95895 1.26243 -5.31887 -0.0228 -0.0304 -0.0433 0.088
H -1.02313 1.81614 -7.54464 -0.0564 -0.0758 -0.0016 0.099
H -1.59673 0.42388 -9.51054 -0.0400 -0.0127 0.0785 0.103
C -0.58981 -9.73847 -1.44321 0.0687 0.0411 0.0511 -0.095
C -0.66957 -8.34937 -1.44231 0.0467 -0.0282 0.0387 -0.094
C 0.26693 -7.59834 -0.73871 0.0412 -0.1113 -0.0040 -0.096
C 1.28985 -8.23679 -0.04338 -0.0675 -0.0881 -0.0603 -0.100
C 1.37162 -9.62592 -0.04745 -0.0686 0.0314 -0.0383 -0.093
C 0.42971 -10.37717 -0.74353 -0.0062 0.0981 -0.0097 -0.095
H -1.32215 -10.32383 -1.98915 0.0629 0.0511 0.0471 0.101
H -1.46310 -7.85146 -1.99000 0.0636 -0.0452 0.0554 0.100
H 0.20044 -6.51556 -0.73279 -0.0137 -0.0837 -0.0072 0.086
H 2.02239 -7.65198 0.50082 -0.0699 -0.1189 -0.0635 0.082
H 2.17010 -10.12361 0.49334 -0.0772 0.0411 -0.0462 0.101
H 0.49060 -11.46013 -0.74197 -0.0013 0.0861 -0.0061 0.101
```
Positions in Å, forces in eV/Å.

Results
- LUMO level: -3.984 eV
- Charge: +1
- Spin multiplicity: 1
- Highest occupied orbital energy: -0.3840 Eh

This record from the OMol25 dataset describes a molecular structure, C28H27Cl2MnPS3 in a non-equilibrium geometry. The level of theory is ωB97M-V with the def2-TZVPD basis set.

XYZ file:
```
62
Properties=species:S:1:pos:R:3:forces:R:3:nbo_charge:R:1
Mn 1.06362 -0.91756 -0.65154 0.0567 0.4552 -0.1890 1.150
C 2.10041 2.43370 2.66911 -0.4157 -0.2287 -0.1195 -0.586
C 1.38486 1.39108 1.76503 1.3996 0.9332 -0.2113 -0.288
C 0.31573 0.64966 2.50587 -0.6432 -0.9128 0.0625 -0.601
C 2.45422 0.46108 1.20257 0.1481 0.1591 -0.3948 -0.075
C 3.01062 -0.55646 1.98144 -0.4100 0.0693 0.2149 -0.148
C 4.05713 -1.30982 1.53327 0.2888 0.0060 -0.1696 -0.200
C 4.64073 -1.14002 0.28130 0.0719 -0.1295 0.0913 0.025
C 5.83691 -1.96253 -0.11044 0.1106 0.2962 -0.7360 -0.636
C 4.07950 -0.17688 -0.54020 -0.3297 0.6368 0.7472 -0.205
C 3.05266 0.66694 -0.06125 -0.2415 -0.5700 0.2569 -0.306
H 1.36841 3.13570 3.05312 -0.2024 0.2232 0.0237 0.211
H 2.86050 3.00179 2.13136 -0.0204 -0.1252 -0.0785 0.214
H 2.55947 1.96903 3.53487 0.2044 -0.2328 0.1380 0.200
H 0.98611 1.97996 0.93621 -0.2415 -0.2536 -0.0578 0.252
H 0.76709 0.05193 3.30373 -0.1194 0.0496 0.0729 0.200
H -0.23708 -0.07205 1.85132 0.3281 0.8194 0.5137 0.205
H -0.40772 1.32248 2.97226 0.0045 -0.0313 -0.1722 0.232
H 2.66665 -0.76762 2.98647 -0.2282 0.1437 -0.0549 0.213
H 4.43088 -2.04519 2.20779 0.4349 -0.5425 0.2685 0.213
H 5.55728 -2.94882 -0.47984 -0.1470 -0.0430 0.0078 0.239
H 6.54877 -2.10086 0.69581 -0.0977 0.0226 0.3315 0.222
H 6.38565 -1.45541 -0.91232 -0.1195 -0.1438 0.0397 0.218
H 4.44787 0.01139 -1.52600 0.3505 0.0161 -0.4413 0.227
H 2.74245 1.51834 -0.64643 -0.1707 0.0165 -0.2141 0.259
Cl 0.22500 -2.47212 1.29444 -0.0801 -0.3467 -0.1984 0.010
C 0.02011 -3.82287 0.16311 -0.2789 0.2654 0.7558 0.054
C -0.98759 -4.71040 0.47543 -0.4259 -0.5725 -0.4995 -0.254
C -1.15198 -5.82203 -0.36427 -0.7180 0.1808 1.3346 -0.204
C -0.26016 -6.06800 -1.37345 0.1948 0.1854 -0.7231 -0.228
C 0.73754 -5.14690 -1.66678 0.2881 0.1349 0.1435 0.002
Cl 1.90000 -5.53757 -2.94190 -0.7255 0.2203 0.6263 0.011
C 0.88705 -3.94809 -0.90745 0.9729 -1.0381 -1.0908 -0.282
S 2.24669 -2.88225 -1.26151 -0.4383 0.1855 0.1465 -0.364
H -1.62920 -4.53233 1.33873 0.1594 -0.0680 -0.3242 0.234
H -1.96355 -6.54408 -0.19838 0.4122 0.4482 0.0843 0.224
H -0.41598 -6.97161 -1.94479 0.3740 0.0597 -0.2488 0.234
S 0.30767 2.48091 -1.62560 -0.4124 -0.5624 0.0043 -0.648
P -1.36917 1.40597 -1.36768 1.2805 0.9626 1.0321 1.193
S -1.17308 -0.57668 -1.61873 0.1614 -0.5958 0.0644 -0.665
C -2.63723 2.00573 -2.46278 -0.6414 0.0372 -0.3110 -0.447
C -3.56820 1.19071 -3.09795 -0.5854 1.1021 -0.9335 -0.168
C -4.45854 1.79786 -4.04560 0.6016 -1.7165 1.1238 -0.208
C -4.43521 3.14639 -4.27181 0.3287 0.4074 0.3406 -0.200
C -3.55968 3.95996 -3.53235 -0.2033 -0.3242 -0.1488 -0.223
C -2.66503 3.39558 -2.64504 -0.6044 0.0273 -0.2337 -0.118
C -2.02026 1.77224 0.32687 -0.6628 -1.5114 0.3483 -0.388
C -1.87540 3.03854 0.90504 0.8673 -0.1866 -1.1412 -0.211
C -2.45681 3.29914 2.12895 -0.3557 0.1510 0.2034 -0.237
C -3.19319 2.29320 2.77707 0.3636 0.5407 0.1926 -0.153
C -3.28126 1.00969 2.28168 0.7472 -0.3204 -1.4080 -0.228
C -2.68665 0.72783 1.01837 -0.0499 0.5667 0.1965 -0.204
H -3.63424 0.12529 -2.89440 0.1838 0.1672 -0.1214 0.232
H -5.16727 1.13526 -4.54593 0.1655 0.3394 0.0006 0.215
H -5.11788 3.56449 -4.99180 -0.0739 0.2265 -0.0985 0.216
H -3.58613 5.03194 -3.64396 -0.0058 0.1385 -0.0958 0.215
H -2.03231 4.04091 -2.05304 0.2490 -0.0753 -0.1336 0.225
H -1.20657 3.71274 0.31504 -0.8026 -0.1409 0.8977 0.248
H -2.37164 4.28874 2.58986 0.0040 -0.4013 -0.1731 0.220
H -3.65172 2.52334 3.72797 -0.0372 0.0239 0.0983 0.205
H -3.75376 0.23357 2.87214 -0.0800 0.0060 -0.1841 0.217
H -2.68709 -0.28493 0.55704 -0.1835 0.8499 0.5446 0.241
```
Positions in Å, forces in eV/Å.

Results
- Energy relative to the best compared isomer or geometry (same formula, charge and spin): 0.0 kcal/mol
- LUMO level (spin up / spin down): 0.514 / 0.166 eV
- Charge: 0
- Spin multiplicity: 6
- Highest occupied orbital energy (spin up / spin down): -0.2932 / -0.3000 Eh

This record from the OMol25 dataset describes a gas-phase ion, C22H16F3N2O4S2 (charge -1) in a non-equilibrium geometry. The level of theory is ωB97M-V with the def2-TZVPD basis set.

XYZ file:
```
49
Properties=species:S:1:pos:R:3:forces:R:3:nbo_charge:R:1
C -5.72790 -1.58122 3.30315 -0.3079 -0.2135 0.2249 -0.628
C -4.64704 -0.88741 2.56263 0.6134 0.3387 -0.5147 -0.003
C -4.66278 -0.87233 1.17178 0.1387 0.2181 -0.4890 -0.222
C -3.67180 -0.23000 0.43156 0.3751 -0.0412 0.2639 -0.163
C -2.60360 0.37781 1.11239 -0.6319 0.0830 -0.0155 -0.359
S -1.37528 1.24740 0.15195 2.7295 0.4424 0.9670 2.319
O -1.58979 0.97241 -1.23885 -0.7137 0.2060 0.2139 -0.922
O -1.20429 2.58445 0.68514 -1.0766 -0.7626 -0.5717 -0.926
N 0.11861 0.56258 0.55277 -1.5016 0.2623 -0.5581 -0.687
C 0.43944 -0.79296 0.48441 -0.4690 -1.3457 -0.4858 0.126
C -0.33818 -1.83897 -0.00160 0.2819 0.0894 0.1587 -0.262
C 0.18474 -3.14050 0.07609 0.5721 -0.1664 0.2570 -0.254
C 1.46129 -3.35755 0.63797 -0.7045 0.0523 -0.2233 -0.233
C 2.23054 -2.29241 1.12538 -0.3425 -0.2442 -0.2458 -0.251
C 1.72239 -0.99672 1.02410 -0.0696 -0.5204 -0.2374 0.009
C 2.22523 0.27992 1.36776 1.1346 0.6186 0.6795 -0.092
N 3.34444 0.51485 2.12536 0.1549 -0.2639 0.2083 0.462
O 4.10872 -0.46675 2.42054 -0.7843 0.8625 -0.3698 -0.554
O 3.60472 1.67941 2.54462 -0.3942 -0.6683 -0.5103 -0.533
C 1.25308 1.33532 0.98367 0.2468 1.1338 1.6909 -0.131
S 1.83143 2.75562 -0.07776 -0.4235 1.0552 0.5107 0.212
C 2.53215 2.17723 -1.54391 0.7033 0.4752 -1.2130 -0.192
C 3.92257 1.92894 -1.60627 -0.9285 -0.5059 0.0108 -0.182
C 4.41671 1.24616 -2.70715 -0.1940 -0.0820 -0.5868 -0.219
C 3.57065 0.94628 -3.79051 0.3065 0.1503 0.2430 -0.214
C 2.27217 1.46139 -3.82213 0.2056 -0.0370 -0.4616 -0.105
C 1.38619 1.18621 -5.01850 -0.4256 -0.2854 -0.0441 0.972
F 0.53309 2.21619 -5.29314 0.5829 -0.7013 0.1702 -0.331
F 0.59832 0.07580 -4.80016 0.6428 0.9653 -0.3444 -0.333
F 2.08919 0.93838 -6.16545 -0.4793 0.1597 0.7582 -0.337
C 1.76539 2.15391 -2.72924 0.7751 -0.8997 0.7148 -0.197
C -2.59417 0.42515 2.51521 0.0845 -0.1008 -0.5114 -0.104
C -3.60648 -0.23033 3.21675 0.2501 0.2550 0.0292 -0.225
H -5.56907 -1.48822 4.37230 -0.0960 -0.0903 0.1734 0.215
H -6.70377 -1.16097 3.05666 -0.0253 0.0371 0.0357 0.219
H -5.76136 -2.63893 3.03770 0.0183 -0.0320 0.0764 0.223
H -5.47485 -1.36290 0.63917 0.0719 0.0641 0.0884 0.208
H -3.71589 -0.19877 -0.66255 0.1373 -0.0558 0.4847 0.247
H -1.32010 -1.65248 -0.42815 0.1762 -0.0773 0.0163 0.210
H -0.39833 -3.99374 -0.29520 0.2551 0.4408 0.1521 0.198
H 1.83826 -4.38470 0.68982 -0.0652 0.4129 0.0315 0.197
H 3.19923 -2.43386 1.57865 0.0144 -0.0375 -0.0638 0.246
H 0.97031 2.01076 1.83684 0.2477 -0.5810 -0.5190 0.232
H 4.53771 2.25291 -0.76713 -0.1168 -0.4456 -0.1011 0.241
H 5.45467 0.92190 -2.73619 -0.1660 0.1154 -0.0225 0.214
H 3.95013 0.35927 -4.62803 -0.1411 0.2041 0.2293 0.221
H 0.80223 2.62627 -2.73387 -0.4429 -0.1918 0.0320 0.242
H -1.80814 0.97874 3.03734 -0.2315 -0.3009 -0.1962 0.235
H -3.59076 -0.21354 4.30407 0.0125 0.0083 -0.1353 0.210
```
Positions in Å, forces in eV/Å.

Results
- SMILES: Cc1ccc(S(=O)(=O)N2c3ccccc3C(=[N+]([O-])[O-])[C@H]2Sc2cccc(C(F)(F)F)c2)cc1
- LUMO level: 2.327 eV
- Charge: -1
- Spin multiplicity: 1
- Highest occupied orbital energy: -0.1288 Eh